DFT (the ωB97M-V functional and the def2-TZVPD basis) results for a cluster of 2 separate species, C18H21N3O6 in total at a distorted geometry.

Each line ends with the natural charge from an NBO analysis.
CARTESIAN COORDINATES (ANGSTROEM)
N 0.279 0.802 -1.025  -0.92
C 0.590 0.456 -2.466  -0.23
C 1.161 -1.079 -2.690  -0.43
C 2.804 -1.160 -2.846  -0.41
C 3.414 -1.250 -1.321  -0.42
C 3.110 -2.707 -0.571  -0.48
C 2.348 -2.309 0.850  0.15
C 3.206 -1.331 1.884  -0.26
C 2.510 -0.841 3.302  0.01
N 1.101 -1.283 3.637  -0.39
C 0.472 -0.765 4.947  -0.04
N -0.800 -0.021 4.491  -0.84
C 0.271 -2.214 2.740  0.09
C 0.840 -2.789 1.278  -0.05
C -0.044 -3.751 0.283  0.66
O -1.302 -3.340 -0.008  -0.63
O 0.443 -5.000 -0.324  -0.77
H 0.494 1.838 -0.923  0.38
H -0.779 0.762 -0.934  0.44
H -0.446 0.498 -3.056  0.20
H 1.285 1.267 -2.952  0.17
H 0.722 -1.486 -3.715  0.20
H 0.789 -1.762 -1.807  0.23
H 3.168 -0.122 -3.299  0.20
H 3.174 -2.000 -3.574  0.20
H 2.910 -0.356 -0.715  0.25
H 4.578 -1.065 -1.259  0.19
H 4.161 -3.142 -0.274  0.22
H 2.501 -3.453 -1.236  0.30
H 4.300 -0.991 1.547  0.26
H 3.178 -0.143 3.990  0.25
H 0.226 -1.690 5.626  0.21
H 1.222 -0.011 5.437  0.19
H -0.928 0.795 5.149  0.37
H -0.641 0.434 3.554  0.40
H -0.812 -2.489 3.151  0.29
C -3.497 4.678 -1.668  -0.55
C -2.617 3.714 -1.348  0.35
C -3.271 2.360 -1.088  0.48
O -2.648 1.320 -0.851  -0.70
C -4.755 2.278 -1.115  -0.55
C -5.636 3.247 -1.422  0.36
C -4.976 4.574 -1.786  0.47
O -5.589 5.574 -2.170  -0.66
O -6.903 3.176 -1.444  -0.74
O -1.355 3.805 -1.249  -0.78
H -3.126 5.674 -1.881  0.18
H -5.131 1.297 -0.851  0.18

Forces on the atoms, in the same order (eV/Å):
N 0.1535 0.9556 -1.1206
C -1.2213 -0.2983 -0.7960
C 0.2701 0.0800 -0.9192
C -0.2349 1.0653 0.8566
C 0.0943 0.4398 -0.0392
C -0.1090 1.2579 1.0629
C -0.8227 0.7480 2.7653
C -4.1666 -1.0498 1.2973
C -0.0514 -2.3528 -4.1888
N 1.9558 -1.1875 -2.5295
C -0.4334 0.6169 -1.1721
N 1.4926 0.6979 0.9045
C 2.7824 0.3710 -1.8906
C 2.4490 2.3835 2.4821
C -4.3944 -3.6078 -4.1783
O 6.8359 -1.2406 2.4622
O -0.9850 6.8514 3.9343
H -0.7541 -1.6638 -0.1493
H 1.2923 0.3980 0.0542
H 2.2588 -0.0493 0.9786
H -1.0800 -1.6892 0.8666
H 0.7324 0.7664 2.2328
H 0.6440 1.3100 -1.7867
H -0.7169 -2.1852 0.8871
H -0.7128 1.3508 1.6048
H 0.9014 -2.0159 -1.3206
H -2.2035 -0.3816 -0.3568
H -2.2196 0.5676 -0.4997
H 0.9733 1.4362 1.6201
H -2.7764 -0.7169 1.0883
H -2.1870 -1.6779 -1.2927
H 0.4300 1.9743 -1.2781
H -1.1319 -1.8132 -0.8599
H 0.0078 -1.2752 -0.9017
H -0.0012 -0.7749 1.1695
H 2.6845 0.8184 -1.0463
C -2.2018 1.5958 -0.5489
C 1.4251 -1.4653 0.4680
C -2.7836 -0.5459 -0.0143
O 0.8966 -0.0538 0.0726
C 2.7048 -1.8134 0.6775
C -2.0747 1.6384 -0.5375
C 2.1304 1.0849 -0.1683
O -0.5264 -0.4301 0.1320
O 0.6864 -0.0966 0.0623
O -0.0366 0.0003 0.0061
H 0.0759 0.0926 -0.0616
H -0.0519 -0.1161 -0.0291

As for the net charge: -2.

***

DFT (the ωB97M-V functional and the def2-TZVPD basis) results for a structure of composition C2BrClF2 at a distorted geometry.

Each line ends with the natural charge from an NBO analysis.
CARTESIAN COORDINATES (ANGSTROEM)
C -0.054 0.875 -0.344  0.67
C -0.793 -1.249 1.021  -0.27
F 0.933 0.537 -1.030  -0.30
F 0.389 1.786 0.488  -0.33
Cl 0.412 -2.358 0.835  0.10
Br -2.392 -1.773 0.279  0.14

Forces on the atoms, in the same order (eV/Å):
C -2.1962 0.8487 1.2353
C -0.2724 1.3696 0.6935
F 2.1701 -0.7253 -1.3240
F 0.0192 -0.0438 0.0214
Cl 0.8721 -1.0798 -0.2992
Br -0.5928 -0.3693 -0.3270

The energy relative to the best compared isomer or geometry (same formula, charge and spin) is 392.9 kJ/mol.

***

Orbital gap list, top to bottom, in eV: 1.9 7.8
LUMO list, top to bottom, in eV: 1.96 -1.26
HOMO energy list, top to bottom, in eV: 0.057 -9.077